Molecular formula: C25H45F3OsP2
Method: DFT, ωB97M-V/def2-TZVPD

Geometry as XYZ:
```
76
Properties=species:S:1:pos:R:3:forces:R:3:lowdin_charge:R:1
Os -0.734317 0.219257 -1.057796 -1.5 5.4 6.0 1.4508
C 3.092613 -1.124325 -0.626174 0.0 -0.2 0.5 -0.1165
C 3.463110 -0.403849 -1.784762 0.6 -0.6 -0.8 -0.1480
C 2.622011 1.118411 -0.320346 0.2 -0.7 0.2 -0.1494
C 2.561956 -0.182507 0.301476 0.2 0.5 -0.3 -0.1326
C 3.188776 0.970152 -1.618247 -0.3 0.3 0.1 -0.1259
C 3.276368 -2.582340 -0.385026 -0.1 -0.2 -0.5 0.0181
H 3.271405 -3.115968 -1.349536 0.0 0.1 0.4 0.0929
H 2.493787 -3.011899 0.251616 0.1 0.2 -0.1 0.0907
H 4.239817 -2.825454 0.096448 -0.2 0.3 -0.1 0.1227
C 2.200357 -0.480828 1.691900 -0.4 -0.1 0.6 0.0108
H 1.631007 -1.420396 1.768689 0.2 0.2 0.0 0.0982
H 1.612860 0.310311 2.180077 0.2 -0.2 -0.2 0.0920
H 3.124330 -0.613998 2.279602 -0.2 0.0 -0.1 0.1281
C 2.281158 2.367477 0.366042 -0.4 0.8 0.0 -0.0051
H 3.089861 2.632854 1.076978 -0.4 0.0 -0.2 0.1319
H 1.344295 2.222416 0.929792 0.4 0.2 0.0 0.0691
H 2.148796 3.213539 -0.342461 0.1 -0.5 0.5 0.0921
C 3.425424 2.083619 -2.588659 0.3 0.1 0.0 0.0076
H 4.403629 2.023648 -3.099977 -0.4 -0.2 0.3 0.1124
H 3.399034 3.044358 -2.068721 0.0 -0.1 -0.1 0.0820
H 2.664276 2.133111 -3.385095 0.1 -0.2 0.2 0.0996
C 4.075368 -0.992673 -3.000299 -0.1 0.4 -0.1 0.0075
H 5.148932 -1.190724 -2.858911 -0.2 0.0 0.0 0.1230
H 3.960052 -0.260936 -3.806064 0.2 -0.4 -0.1 0.0928
H 3.580572 -1.931480 -3.268434 0.2 0.1 0.0 0.0967
C -2.082743 -1.154482 -1.279384 -0.5 -3.3 -0.2 -0.3141
C -0.641575 -1.681392 -1.220576 -1.2 -2.5 -1.5 -0.3582
C -0.054335 -2.150511 -2.554857 0.5 0.6 -0.2 -0.1576
C 0.322117 -0.938637 -3.474147 0.1 0.3 0.1 -0.1731
C -0.075846 0.387879 -2.835904 0.2 -0.1 -3.3 -0.4007
C -1.555810 0.797528 -2.707370 1.1 -1.0 -3.5 -0.3171
C -2.545852 -0.096394 -3.526412 0.2 0.9 0.9 -0.1510
C -2.912574 -1.250782 -2.587154 -0.2 1.0 0.6 -0.1466
H -0.751612 -2.827180 -3.058493 0.3 -0.2 0.1 0.1125
H -0.051080 -1.005629 -4.497781 0.1 -0.4 0.0 0.1110
H 0.880760 -2.649959 -2.298257 -0.1 -0.5 -0.3 0.0886
H -2.811944 -2.222360 -3.052439 0.0 -0.3 0.0 0.1122
H -2.627770 -1.576231 -0.445291 -0.1 0.4 0.4 0.0776
H -0.515241 -2.401467 -0.356806 0.3 1.0 -0.4 0.0244
H -3.967633 -1.096524 -2.329389 0.2 -0.4 0.1 0.1169
H -3.436136 0.474427 -3.814893 0.1 0.0 0.3 0.1068
H -1.758873 1.859545 -2.779165 0.2 0.6 0.1 0.0660
H -2.102125 -0.370077 -4.484975 0.2 -0.2 0.2 0.1092
H 1.407295 -0.859232 -3.511778 0.1 -0.3 -0.4 0.0750
H 0.563298 1.245756 -3.030062 0.3 0.1 -0.2 0.0767
P -1.221361 -4.175347 1.296979 0.4 2.8 -1.1 0.7674
C -0.697556 -4.274716 3.032358 0.2 -0.7 -0.1 -0.3019
H -1.102725 -5.227873 3.383664 0.3 0.2 0.7 0.0416
H -1.046207 -3.421050 3.633168 -0.1 -0.4 -0.4 0.0489
H 0.396933 -4.263254 3.038707 -0.2 -0.3 0.3 0.0230
C -2.953401 -3.556028 1.565352 0.0 -0.5 -0.2 -0.2828
H -3.493162 -4.403185 2.013477 -0.3 0.4 -0.1 0.0444
H -3.403881 -3.283314 0.599077 0.0 -0.3 0.3 0.0204
H -3.026513 -2.669249 2.223851 0.4 -0.6 -0.3 0.0455
C -1.465953 -5.836968 0.618590 -0.4 -0.3 0.8 -0.2965
H -2.061509 -5.823084 -0.305050 0.0 0.2 0.4 0.0483
H -2.024435 -6.290610 1.451860 0.1 -0.9 -0.7 0.0395
H -0.531852 -6.358819 0.372657 -0.2 0.2 0.4 0.0436
P -2.490603 4.076403 -0.912377 -0.7 2.4 -0.5 1.0248
C -1.449065 5.125046 -2.020340 0.6 -1.4 0.2 -0.2127
H -1.909790 5.248320 -3.020401 0.1 0.1 0.7 0.0700
H -0.630592 4.380292 -2.159512 0.2 0.9 -0.3 0.0348
H -1.050889 6.055149 -1.559180 -0.4 -0.7 -0.3 0.0776
C -4.106777 3.957684 -1.767957 0.4 -1.5 0.4 -0.2072
H -3.925476 3.751451 -2.837690 -0.1 0.6 0.4 0.0631
H -4.673940 4.876538 -1.534945 0.1 -0.5 -0.3 0.0811
H -4.589769 3.030117 -1.402443 -0.2 0.7 0.1 0.0649
C -2.677459 4.922347 0.703206 0.4 -1.3 0.2 -0.1997
H -3.464908 5.671852 0.558401 0.3 0.0 0.2 0.0747
H -1.716838 5.299137 1.084260 -0.3 0.2 -0.5 0.0702
H -2.952822 4.151104 1.436893 -0.4 0.3 -0.1 0.0573
F -1.298818 -0.284525 1.805710 -0.4 1.1 0.2 -0.0115
C -1.492212 0.769964 0.915377 0.2 -1.9 0.3 -0.5932
F -2.836254 1.080248 0.934456 0.6 0.1 0.4 0.0005
F -0.850725 1.864058 1.480412 -0.4 0.0 0.1 -0.0362
```
Forces are in eV/Å.

Calculated values
Net charge: +2
<S²>: 6.0122
Gap between HOMO and LUMO (spin up / spin down), eV: 6.3176 / 2.8098
Spin multiplicity: 5
DFT total energy, Eh: -2051.69614
ΔE to the lowest compared entry with this formula, charge and spin, kJ/mol: 80.3